Molecular formula: C7H10
Method: DFT, ωB97M-V/def2-TZVPD

Geometry as XYZ:
```
17
C7H10 (ωB97M-V/def2-TZVPD)
C -1.3031 -0.9123 -0.5349
C 0.0811 -1.4481 -0.3688
C -0.1885 -0.4177 -1.4405
C 0.5588 0.7956 -0.9406
C 0.8323 0.9329 0.3739
C 0.4877 0.1733 1.6294
C 0.9697 -0.6976 0.5877
H -2.0041 -1.6047 -0.9908
H -1.7602 -0.2810 0.2286
H 0.3193 -2.4838 -0.5926
H -0.2925 -0.5834 -2.5093
H 0.9946 1.4705 -1.6687
H -0.9673 2.7286 0.6665
H -0.2289 2.7674 0.7455
H 1.0445 0.4014 2.5329
H -0.5791 0.0402 1.7996
H 2.0358 -0.8814 0.4821
```

- ΔE to the lowest compared entry with this formula, charge and spin: 142.92 kcal/mol
- E_tot: -7414.837 eV

***

Molecular formula: C6H10O2
Method: DFT, ωB97M-V/def2-TZVPD

Geometry as XYZ:
```
18
C6H10O2 (ωB97M-V/def2-TZVPD)
C -2.6905 -0.4888 -0.0480
C -1.1983 -0.2157 -0.4524
C -0.0403 -0.6525 0.4056
C 0.9163 0.4487 0.2920
C 2.4236 0.3659 0.1729
C 0.2275 1.4958 -0.0398
H -3.3407 0.3095 -0.4860
H -2.7565 -0.4920 1.0544
H -2.8751 -1.4972 -0.3493
H -0.9748 -0.4934 -1.5538
H 0.4197 -1.6482 0.2234
H -0.4513 -0.5700 1.4284
H 2.5950 1.3577 -0.1929
H 2.8554 0.4919 1.2481
H 2.3616 -1.4139 -0.3751
H 0.6050 2.5119 -0.3306
O 2.9743 -0.6692 -0.6223
O -1.0508 1.1593 -0.3744
```

- ΔE to the lowest compared entry with this formula, charge and spin: 55.11 kcal/mol
- E_tot: -10476.780 eV

***

Molecular formula: C25H68O9
Method: DFT, ωB97M-V/def2-TZVPD

Geometry as XYZ:
```
102
C25H68O9 (ωB97M-V/def2-TZVPD)
C 0.3937 -5.4695 1.0308
C 0.9188 -4.3833 2.0173
C 0.9102 -5.0656 3.3278
O 2.2402 -3.9739 1.5654
H -0.6547 -5.7588 1.2143
H 1.0516 -6.3079 0.9355
H 0.3911 -5.0637 0.0128
H 0.3987 -3.4299 2.0751
H -0.1163 -4.9919 3.6946
H 1.5506 -4.5424 4.0113
H 1.1917 -6.1179 3.2890
H 2.8427 -4.7216 1.4397
C -2.4331 2.4058 -2.7311
C -3.0216 3.0968 -1.4879
C -2.6708 4.5674 -1.5113
O -4.4925 2.9702 -1.6301
H -2.8943 1.4146 -2.9632
H -1.3803 2.2125 -2.6011
H -2.4962 3.0995 -3.5494
H -2.6381 2.6004 -0.5692
H -3.1163 4.9841 -2.4721
H -1.6133 4.7048 -1.5171
H -3.0901 5.1485 -0.7042
H -4.8041 3.8105 -1.3174
C -1.7221 0.4354 3.7838
C -1.4040 -1.0810 3.8613
C -1.7826 -1.5579 5.2044
O -1.9169 -1.8667 2.7881
H -1.4343 0.8141 2.8017
H -1.1767 1.0086 4.5474
H -2.7902 0.5346 3.9812
H -0.3227 -1.2324 3.6773
H -1.1775 -1.1471 6.0311
H -1.6126 -2.5967 5.2367
H -2.8402 -1.3700 5.4134
H -2.8979 -1.8689 2.8398
C 1.9052 0.9363 2.3165
C 2.3972 -0.4522 1.9336
C 3.8542 -0.6186 1.7275
O 1.8671 -1.4278 2.8130
H 0.8538 0.9794 2.2224
H 2.3134 1.7280 1.6665
H 2.1663 0.9943 3.3580
H 1.9164 -0.6963 0.9661
H 4.3707 -0.3666 2.6258
H 4.2353 -0.0053 0.9127
H 4.0613 -1.6887 1.5529
H 2.2575 -2.2516 2.4815
C 2.4379 4.3116 -2.0479
C 1.3689 3.2991 -2.1653
C 1.8564 2.1525 -2.9864
O 1.0477 2.7864 -0.8506
H 2.7952 4.7456 -2.9838
H 3.3618 3.7958 -1.6216
H 2.2751 5.1208 -1.3395
H 0.5049 3.7665 -2.6087
H 1.0663 1.4169 -3.1132
H 2.7024 1.6759 -2.3944
H 2.2018 2.3619 -4.0154
H 0.5905 1.9384 -0.9536
C 2.6571 -3.4970 -2.6962
C 2.4328 -2.5718 -1.5104
C 3.2390 -1.2400 -1.6801
O 1.0316 -2.1090 -1.4561
H 2.2506 -3.1716 -3.7071
H 2.1488 -4.4775 -2.5888
H 3.6917 -3.7476 -2.9121
H 2.6678 -3.0631 -0.5797
H 3.0015 -0.5802 -0.8539
H 3.1045 -0.8136 -2.6451
H 4.2966 -1.5468 -1.5558
H 0.4806 -2.8681 -1.3618
C -0.7484 5.7979 2.8385
C -0.0956 4.5158 2.3192
C -1.1983 3.6262 1.7817
O 0.8805 4.9045 1.3238
H -0.9820 5.7857 3.9083
H -1.7053 5.9432 2.3710
H -0.1203 6.7145 2.7232
H 0.4233 3.9133 3.1034
H -1.9045 3.3398 2.5868
H -0.7066 2.6988 1.3893
H -1.7860 4.0757 0.9358
H 1.0903 4.1103 0.7733
C -1.8240 -1.4789 -4.4133
C -2.7763 -2.4845 -3.8521
C -2.4836 -3.9108 -4.2222
O -2.7125 -2.4562 -2.4023
H -1.7335 -1.5264 -5.5198
H -0.8668 -1.6614 -3.9479
H -2.1482 -0.4538 -4.0910
H -3.8080 -2.1780 -4.1816
H -1.4130 -4.1173 -4.0211
H -2.6550 -4.0910 -5.2994
H -3.0515 -4.5891 -3.5704
H -3.2437 -1.6951 -2.1470
C -1.1393 -0.1304 -0.3656
O -0.3794 0.3449 -1.4862
H -1.7420 -0.9763 -0.5875
H -0.3933 -0.5136 0.3616
H -1.6919 0.7609 -0.0473
H 0.1148 -0.3455 -1.9359
```

- ΔE to the lowest compared entry with this formula, charge and spin: 32.49 kcal/mol
- E_tot: -45453.763 eV

***

> Look up the E_tot of the second one.

-10476.780 eV

***

> Which of these has the highest E_tot?

C7H10

***

> Which of these has the highest ΔE to the lowest compared entry with this formula, charge and spin?

C7H10